(1)
The following is a DFT calculation (the ωB97M-V functional and the def2-TZVPD basis) of a cluster of 2 separate species, C4H8INS in total.

```
! wB97M-V def2-TZVPD RIJCOSX def2/J DEFGRID3
* xyz 0 1
C -1.463 -0.573 0.473
C -0.994 -0.741 -0.943
C -1.089 0.687 1.116
C 2.741 0.995 -0.763
N -0.127 -1.495 -1.373
S 2.500 1.267 0.797
I 1.018 -2.670 -0.036
H -0.986 -1.421 1.048
H -1.569 -0.217 -1.656
H -1.797 0.962 1.845
H -0.080 0.647 1.462
H -1.146 1.387 0.269
H -2.560 -0.712 0.421
H 1.911 0.572 -1.349
H 3.642 1.311 -1.311
*
```

Its SMILES is CC/C=N\I.C=S. The value obtained for the LUMO energy is -0.395 eV. For the energy relative to the best compared isomer or geometry (same formula, charge and spin), the calculation gives 207.1 kJ/mol.

(2)
The following is a DFT calculation (the ωB97M-V functional and the def2-TZVPD basis) of a cluster of 2 separate species, C2H7N3O2 in total.

```
! wB97M-V def2-TZVPD RIJCOSX def2/J DEFGRID3
* xyz 0 1
C -1.289 0.545 -1.357
C 1.413 -0.236 0.154
N 1.072 -1.455 0.313
N 1.668 0.626 1.119
N -1.471 0.277 -0.112
O -1.897 -1.045 0.240
O -1.324 1.038 0.870
H -1.054 1.588 -1.734
H -1.153 -0.256 -1.954
H 1.427 0.108 -0.844
H 0.930 -2.000 -0.503
H -1.175 -1.369 0.808
H 1.146 0.547 2.007
H 1.707 1.632 0.991
*
```

Its SMILES is C=[N+]([O-])O.[H]/N=C/N. The value obtained for the LUMO energy is 0.627 eV. For the energy relative to the best compared isomer or geometry (same formula, charge and spin), the calculation gives 529.2 kJ/mol.

(3)
The following is a DFT calculation (the ωB97M-V functional and the def2-TZVPD basis) of a cluster of 2 separate species, C4H9NO in total.

```
! wB97M-V def2-TZVPD RIJCOSX def2/J DEFGRID3
* xyz 0 1
C -1.947 0.011 -0.559
C -1.081 -0.809 0.341
O -0.464 0.601 1.756
C 0.610 0.818 1.131
N 0.846 0.132 0.064
C 2.007 0.309 -0.773
H -2.265 0.928 -0.060
H -1.448 0.258 -1.498
H -2.848 -0.576 -0.791
H -1.547 -1.128 1.267
H -0.549 -1.622 -0.138
H 1.311 1.582 1.500
H 2.561 -0.633 -0.873
H 2.696 1.064 -0.367
H 1.710 0.629 -1.780
*
```

The value obtained for the LUMO energy is 0.470 eV. For the energy relative to the best compared isomer or geometry (same formula, charge and spin), the calculation gives 369.0 kJ/mol.

Record order is preserved below.
HOMO energy: -8.86; -9.31; -8.85 eV
Record order is preserved below.
Strongest force on any atom: 3.29; 3.79; 0.41 eV/A